# 1
Molecular formula: C30H47F4N10O6SSe2Te2Ti
Method: DFT, ωB97M-V with the def2-TZVPD basis set

Last column: Mulliken spin population.
Element x y z (Å)
Ti1 8.9725 10.4773 11.4069  1.000
C1 11.2458 12.0805 17.6281  0.000
C2 10.7615 12.7080 16.3168  0.002
N1 11.5865 12.4035 15.1278  0.001
C3 13.0259 12.5898 15.4106  0.000
C4 13.7703 12.9484 14.1220  0.000
C5 11.1473 12.7898 13.8109  0.015
C6 9.6263 12.7566 13.4979  -0.003
N2 9.0514 11.4828 13.2163  0.009
C7 8.3413 10.8396 14.1618  -0.052
C8 8.0678 9.4848 14.0637  0.013
F1 7.8670 9.0854 12.7395  0.017
C9 7.7245 8.7098 15.1141  0.002
F2 7.2599 7.4533 14.9381  0.000
C10 7.5104 9.2569 16.3611  -0.003
C11 7.6228 10.6577 16.4222  0.002
F3 7.3501 11.2670 17.6309  0.000
C12 7.8252 11.4476 15.3365  0.003
F4 7.2961 12.7183 15.2848  0.000
H1 10.4945 12.1854 18.4229  0.000
H2 12.0962 12.5686 18.1170  0.000
H3 11.5273 11.0449 17.5318  0.000
H4 10.6748 13.8187 16.4565  0.000
H5 9.7601 12.3625 16.0817  -0.002
H6 13.3208 11.6079 15.8378  0.000
H7 13.1312 13.3499 16.2008  0.000
H8 13.6160 12.1307 13.3847  0.000
H9 14.8314 12.9882 14.3258  0.000
H10 13.5149 13.9705 13.7551  0.000
H11 11.5905 12.0747 13.0750  0.006
H12 11.4649 13.8365 13.5911  0.002
H13 9.4936 13.2989 12.5337  -0.024
H14 9.1019 13.3113 14.2956  0.006
H15 7.2986 8.6068 17.2031  0.000
Se1 6.5127 11.3918 11.0948  -0.017
Te1 6.7465 13.8155 11.3077  0.002
Te2 9.2932 14.4367 10.3125  0.063
Se2 9.6366 12.0046 9.6449  -0.065
C13 13.2605 8.8868 12.1806  0.001
N3 12.2228 7.8776 12.2606  0.000
C14 12.6545 6.6751 12.7420  0.000
C15 11.7188 5.8300 13.2687  0.001
C16 10.3706 6.2723 13.2408  -0.001
N4 9.9552 7.3201 12.4969  0.003
C17 10.8862 8.1895 12.1267  0.002
O1 10.5585 9.3844 11.7593  0.023
N5 9.4434 5.6336 13.9731  0.000
H16 14.1051 8.4537 11.5638  0.000
H17 13.6562 9.1400 13.1389  0.000
H18 12.8517 9.8202 11.7215  0.000
H19 13.7507 6.6087 12.8208  0.000
H20 11.8535 4.9170 13.8225  0.000
H21 9.6183 4.7577 14.4350  0.000
H22 8.5625 6.0564 14.2412  0.000
C18 13.5046 8.1876 22.4771  0.000
C19 12.8380 7.1412 21.6563  0.000
S1 13.6807 6.9786 20.0779  0.000
O2 13.4223 8.1434 19.2400  0.000
O3 15.0994 6.6284 20.3460  0.000
C20 12.9343 5.4567 19.1856  0.000
C21 12.9017 5.5748 17.6708  0.000
N6 11.9152 6.4757 17.0343  0.000
C22 10.5287 6.5050 17.2235  0.000
N7 9.9749 7.5892 16.7175  0.000
C23 10.9552 8.4046 16.2871  0.000
C24 12.1937 7.6995 16.4853  0.000
N8 13.4596 8.1580 16.1069  0.000
O4 14.4105 7.2946 16.1334  0.000
O5 13.6776 9.3095 15.6841  0.000
C25 9.6833 5.4938 17.8716  0.000
H23 13.4879 7.8423 23.5439  0.000
H24 12.9549 9.1049 22.4203  0.000
H25 14.5730 8.4006 22.1959  0.000
H26 11.7584 7.3980 21.5963  0.000
H27 12.9759 6.1295 22.1173  0.000
H28 11.9511 5.3624 19.7230  0.000
H29 13.5761 4.6419 19.4970  0.000
H30 12.6521 4.5894 17.2014  0.000
H31 13.8812 5.8973 17.2761  0.000
H32 10.8259 9.4640 16.0056  0.000
H33 8.6544 5.7030 17.6194  0.000
H34 9.8347 5.5940 18.9784  0.000
H35 9.9208 4.4586 17.5838  0.000
C26 6.5027 8.1924 7.0577  0.001
N9 7.5404 8.6320 8.0301  -0.002
C27 8.6529 9.4024 7.3964  0.001
C28 7.5757 8.3066 9.3311  -0.006
O6 8.2193 9.0557 10.1888  -0.003
N10 6.9099 7.1664 9.6976  0.002
C29 6.4661 7.0240 11.0674  0.000
C30 7.2470 5.9520 9.0522  0.000
H36 5.8738 8.9957 6.7246  0.000
H37 5.8964 7.3340 7.4369  0.000
H38 7.0699 7.8984 6.1740  0.000
H39 8.8161 8.9296 6.4241  0.000
H40 9.5331 9.4046 8.0242  0.002
H41 8.4119 10.4764 7.2452  0.000
H42 6.0376 7.9385 11.4973  0.000
H43 7.3219 6.6965 11.7222  0.000
H44 5.7333 6.2183 11.0010  0.000
H45 7.8619 6.1105 8.1604  0.000
H46 6.2770 5.5220 8.6868  0.000
H47 7.8234 5.2687 9.6757  0.000

Summary:
* expectation value of S²: 0.758
* HOMO (spin up / spin down): -5.5 / -5.5 eV
* total charge: 0
* relative energy (zero: lowest compared OMol25 entry of this formula, charge and spin): 0.0 kcal per mole
* 2S+1: 2

# 2
Molecular formula: C30H47NO3P2Zr
Method: DFT, ωB97M-V with the def2-TZVPD basis set

Last column: Mulliken charge in e.
Element x y z (Å)
Zr1 -0.3849 0.5014 -1.0463  -0.265
C1 -4.1275 2.4882 2.1943  -1.376
C2 -3.4625 1.9501 0.9229  0.658
C3 -4.3801 0.9582 0.2042  -1.453
P1 -1.7665 1.2684 1.1427  1.321
C4 -0.7679 2.2087 2.3625  0.743
C5 -0.6724 3.6815 1.9679  -1.535
C6 -1.1875 2.0267 3.8233  -1.471
C7 -1.8116 -0.4722 1.6579  -0.073
C8 -2.8558 -1.0526 2.3852  -0.622
C9 -2.8644 -2.4055 2.6864  0.554
C10 -3.9800 -3.0240 3.4750  -1.735
C11 -1.8032 -3.1911 2.2193  -0.841
C12 -0.7578 -2.6477 1.4982  -0.629
C13 -0.7462 -1.2789 1.2257  -0.018
N1 0.3156 -0.6835 0.4661  1.063
C14 1.6699 -0.9797 0.8392  0.076
C15 1.9980 -1.4885 2.0908  -0.535
C16 3.3244 -1.7375 2.4147  -1.194
C17 4.3642 -1.4780 1.5275  0.256
C18 5.7959 -1.7466 1.8886  -1.611
C19 4.0305 -0.9108 0.3020  -0.386
C20 2.7070 -0.6504 -0.0474  -0.056
P2 2.2651 0.3456 -1.4756  0.641
C21 2.7662 -0.4195 -3.0610  0.776
C22 4.2406 -0.2113 -3.4078  -1.453
C23 2.3949 -1.9030 -3.0346  -1.639
C24 3.0374 1.9896 -1.2599  0.434
C25 2.7108 2.5099 0.1351  -1.660
C26 2.5302 2.9276 -2.3543  -1.441
H1 -5.1617 2.7478 1.9677  0.494
H2 -3.6396 3.3869 2.5660  0.320
H3 -4.1430 1.7542 3.0000  0.234
H4 -3.2807 2.7932 0.2468  0.533
H5 -4.7124 0.1660 0.8735  0.324
H6 -3.8988 0.5014 -0.6579  -0.022
H7 -5.2643 1.4898 -0.1462  0.552
H8 0.2189 1.7393 2.2456  0.084
H9 -1.6203 4.1977 2.1234  0.325
H10 -0.3860 3.8316 0.9227  0.356
H11 0.0753 4.1787 2.5861  0.445
H12 -2.0808 2.5998 4.0591  0.294
H13 -0.3870 2.3862 4.4702  0.475
H14 -1.3697 0.9810 4.0744  0.341
H15 -3.6713 -0.4359 2.7400  0.227
H16 -4.6321 -2.2662 3.9052  0.362
H17 -3.5927 -3.6399 4.2861  0.417
H18 -4.5880 -3.6690 2.8385  0.348
H19 -1.7991 -4.2528 2.4342  0.475
H20 0.0551 -3.2744 1.1549  0.696
H21 1.2286 -1.7031 2.8186  0.553
H22 3.5518 -2.1454 3.3917  0.437
H23 5.8708 -2.4366 2.7266  0.397
H24 6.3035 -0.8234 2.1728  0.324
H25 6.3391 -2.1766 1.0478  0.394
H26 4.8295 -0.6480 -0.3824  0.378
H27 2.1443 0.0912 -3.8030  0.553
H28 4.8969 -0.6349 -2.6466  0.266
H29 4.4941 0.8398 -3.5421  0.365
H30 4.4639 -0.7228 -4.3445  0.489
H31 3.0385 -2.4548 -2.3488  0.325
H32 2.5210 -2.3272 -4.0308  0.498
H33 1.3591 -2.0706 -2.7245  0.202
H34 4.1206 1.8680 -1.3594  0.739
H35 1.6237 2.5222 0.3183  0.191
H36 3.0475 3.5422 0.2352  0.557
H37 3.1636 1.9129 0.9255  0.271
H38 1.4510 3.1009 -2.2641  0.221
H39 2.7136 2.5514 -3.3607  0.371
H40 3.0154 3.8996 -2.2651  0.512
C27 -3.5216 -1.1489 -3.3588  -1.396
C28 -2.0315 -0.9389 -3.3548  1.630
C29 -1.2996 -1.6411 -4.4674  -1.504
O1 -1.4302 -1.3169 -2.0154  -0.348
C30 -1.5759 0.5049 -3.0973  0.320
O2 -0.3413 0.7582 -3.2593  -0.516
O3 -2.1924 1.1361 -2.1897  -0.555
H41 -3.7526 -2.2138 -3.3783  0.422
H42 -3.9303 -0.7093 -4.2698  0.410
H43 -4.0061 -0.6880 -2.5026  0.225
H44 -1.5367 -2.7056 -4.4556  0.421
H45 -0.2239 -1.5047 -4.3962  0.286
H46 -1.6385 -1.2441 -5.4248  0.440
H47 -1.4001 -2.2635 -1.8277  0.311

Summary:
* HOMO: -13.4 eV
* total charge: +2
* relative energy (zero: lowest compared OMol25 entry of this formula, charge and spin): 0.0 kcal per mole

# 3
Molecular formula: C30H48BaBrN3P2
Method: DFT, ωB97M-V with the def2-TZVPD basis set

Last column: Mulliken charge in e.
Element x y z (Å)
N1 -4.7943 3.6581 -1.3802  -0.574
C1 -3.9775 4.6572 -1.0569  -0.490
C2 -2.5806 4.5547 -1.2341  -0.538
C3 -2.0540 3.3773 -1.8305  1.517
C4 -2.9737 2.3897 -2.2561  -0.145
C5 -4.3317 2.5622 -1.9711  -0.497
C6 -0.6142 3.2359 -2.0136  -2.700
Ba1 0.9095 2.8419 -0.0113  1.673
P1 4.0657 1.6371 0.0219  -0.018
C7 0.0517 2.0366 -2.3251  -0.912
C8 -0.2453 0.7099 -1.8387  1.155
C9 0.3654 -0.4384 -2.4223  -2.248
C10 0.3222 -1.6893 -1.8838  -1.182
C11 -0.3627 -1.9654 -0.5951  0.598
C12 -1.2074 -0.8132 -0.1698  -1.145
C13 -1.0992 0.4245 -0.7355  0.434
Br1 1.0606 -2.1752 0.7507  0.081
H1 -0.0572 4.1979 -2.0709  0.869
H2 0.8427 2.0744 -3.0886  0.404
H3 -1.9190 5.3642 -0.9250  0.434
H4 -2.6299 1.5234 -2.8202  0.486
H5 -4.3955 5.5790 -0.6431  0.370
H6 -5.0402 1.7873 -2.2594  0.380
H7 0.9509 -0.2704 -3.3284  0.561
H8 -1.6876 1.2634 -0.3327  0.551
H9 0.9454 -2.4786 -2.3055  0.633
H10 -1.8651 -0.9422 0.6924  0.630
P2 -1.3164 -3.5919 -0.7073  1.387
C14 3.6177 3.3985 0.2180  -0.320
C15 4.7581 4.3998 0.4954  -1.627
H11 2.9449 3.4700 1.1016  0.352
H12 3.0972 3.7103 -0.7145  0.404
H13 4.3038 5.3927 0.6091  0.419
H14 5.2761 4.1673 1.4342  0.366
H15 5.4956 4.4455 -0.3136  0.371
C16 3.1630 0.4662 -1.0593  1.111
C17 4.0882 -0.7285 -1.3922  -1.531
H16 2.8890 0.9846 -1.9963  0.154
H17 2.2406 0.0843 -0.5751  -0.676
H18 3.7051 -1.2847 -2.2562  0.375
H19 5.0968 -0.3741 -1.6508  0.467
H20 4.1594 -1.4221 -0.5440  0.232
C18 4.0475 0.7165 1.6371  0.304
C19 5.2798 -0.1421 1.9560  -1.333
H21 3.1522 0.0706 1.6285  -0.344
H22 3.9244 1.4825 2.4170  0.472
H23 5.0405 -0.7992 2.7999  0.375
H24 5.6028 -0.7834 1.1255  0.269
H25 6.1368 0.4655 2.2669  0.391
C20 -1.8379 -3.8879 0.9924  -0.351
C21 -1.5461 -5.2702 1.5596  -1.542
H26 -2.9147 -3.6721 1.0161  0.537
H27 -1.3347 -3.1323 1.6094  0.094
H28 -1.9448 -6.0585 0.9137  0.392
H29 -0.4757 -5.4404 1.7111  0.357
H30 -2.0246 -5.3468 2.5410  0.442
C22 -0.1138 -4.7701 -1.3394  -0.639
C23 -0.0387 -4.8890 -2.8620  -1.210
H31 -0.3520 -5.7414 -0.8807  0.554
H32 0.8639 -4.4637 -0.9365  0.394
H33 -0.9260 -5.3779 -3.2791  0.381
H34 0.0759 -3.9161 -3.3488  0.324
H35 0.8312 -5.4996 -3.1291  0.393
C24 -2.6905 -3.2713 -1.8354  -0.617
C25 -4.0378 -2.8540 -1.2382  -1.400
H36 -2.8052 -4.2048 -2.4091  0.496
H37 -2.3438 -2.4957 -2.5342  0.421
H38 -3.9948 -1.8898 -0.7154  0.305
H39 -4.7748 -2.7489 -2.0453  0.426
H40 -4.4143 -3.6127 -0.5427  0.406
C26 -0.1550 -0.3603 4.6123  -1.227
C27 -0.6024 0.6606 3.6726  0.624
C28 -1.6684 1.5665 3.7214  -1.109
C29 -1.6883 2.2496 2.5101  0.329
N2 -0.6432 1.8242 1.7369  -0.266
N3 -0.0106 0.8763 2.4904  0.495
C30 -2.5907 3.3565 2.1205  -0.986
H41 0.6943 -0.0200 5.2283  0.285
H42 -0.9847 -0.5929 5.2951  0.372
H43 0.1470 -1.2828 4.0895  0.285
H44 -2.3297 1.7353 4.5632  0.477
H45 0.7735 0.3272 2.1271  -0.110
H46 -3.3009 3.5105 2.9459  0.377
H47 -2.0514 4.3100 1.9859  0.225
H48 -3.1720 3.1521 1.2061  0.123

Summary:
* HOMO: -11.9 eV
* total charge: +2
* relative energy (zero: lowest compared OMol25 entry of this formula, charge and spin): 11.2 kcal per mole